Below is C2HBr2N2 as an isolated structure, with properties calculated with the ωB97M-V functional and the def2-TZVPD basis.

Properties
LUMO = -6.437 eV
total charge = +1
HOMO level = -15.30 eV
relative energy (zero: lowest compared OMol25 entry of this formula, charge and spin) = 0.6 kcal/mol
Kohn-Sham gap = 0.3256 hartree

Last column: Löwdin charge in e.
CARTESIAN COORDINATES (ANGSTROEM)
C: 0.595704 0.404649 0.013164  -0.1902
C: 1.921062 0.075370 -0.020920  -1.1570
N: -0.285121 2.735562 -0.395444  0.4114
N: 0.120953 1.719736 -0.285305  0.0734
Br: 2.395858 -1.721860 -0.107631  0.8805
Br: 3.297741 1.332880 0.032051  0.8523
H: -0.206064 -0.323902 -0.006289  0.1297

Cartesian forces (eV/Å) of the 2 atoms listed first:
-0.14 0.26 -1.01
-0.07 0.49 0.02